1.
Here is an isolated molecule of C6H7NO2 at a distorted geometry from the OMol25 dataset. Energies are from ωB97M-V/def2-TZVPD.

Values from the calculation:
E_HOMO: -7.85 eV
ΔE to the lowest compared entry with this formula, charge and spin: 255.7 kJ/mol
SMILES: CC(=O)Nc1ccco1
LUMO: 0.67 eV
Orbital gap: 8.525 eV
Strongest force on any atom: 11.6 eV Å⁻¹

Atoms and positions in Å:
1 O -1.50 -1.17 -0.07
2 O 1.77 1.38 -0.16
3 N 0.75 -0.64 -0.04
4 C -1.18 1.09 0.04
5 C -2.49 0.80 0.09
6 C -0.55 -0.16 0.03
7 C 1.88 0.19 0.03
8 C -2.70 -0.55 -0.04
9 C 3.18 -0.66 0.06
10 H -0.54 2.05 0.26
11 H 3.90 0.14 -0.15
12 H -3.46 1.62 0.15
13 H 0.81 -1.71 0.28
14 H 3.19 -1.33 -0.58
15 H 3.39 -0.84 1.10
16 H -3.59 -1.42 -0.13

2.
Here is a cluster of 2 separate species, C5H9NO in total at a distorted geometry from the OMol25 dataset. Energies are from ωB97M-V/def2-TZVPD.

Values from the calculation:
E_HOMO: -9.71 eV
ΔE to the lowest compared entry with this formula, charge and spin: 236.7 kJ/mol
LUMO: 0.95 eV
Orbital gap: 10.661 eV
Strongest force on any atom: 2.0 eV Å⁻¹

Atoms and positions in Å:
1 O 1.66 -0.39 -2.93
2 N 0.21 -1.85 -0.87
3 C 0.31 1.11 1.43
4 C -1.32 0.64 -0.47
5 C 0.48 -1.14 0.14
6 C -0.30 0.06 0.50
7 C 1.27 0.05 -1.96
8 H 1.18 -1.41 0.95
9 H -2.21 0.89 0.12
10 H -0.83 -0.77 1.10
11 H -1.58 -0.09 -1.24
12 H -1.00 1.57 -0.98
13 H 0.98 0.64 2.16
14 H -0.50 1.60 1.98
15 H 0.73 -2.72 -0.88
16 H 0.88 1.90 0.92

3.
Here is a cluster of 2 separate species, C6H11NO3S in total at a distorted geometry from the OMol25 dataset. Energies are from ωB97M-V/def2-TZVPD.

Values from the calculation:
E_HOMO (alpha / beta): -7.55 / -7.55 eV
ΔE to the lowest compared entry with this formula, charge and spin: 609.9 kJ/mol
LUMO (alpha / beta): -1.50 / -1.51 eV
Orbital gap (alpha / beta): 6.043 / 6.040 eV
Strongest force on any atom: 4.5 eV Å⁻¹

Atoms and positions in Å:
1 S 0.15 1.19 -0.47
2 O 1.03 -2.19 0.07
3 O 1.34 1.92 -0.10
4 O 0.30 0.21 -1.57
5 N -1.62 -1.79 0.38
6 C -1.13 2.32 -1.08
7 C -0.69 0.53 0.89
8 C -1.25 -0.72 0.64
9 C -0.39 1.19 2.23
10 C 1.02 -2.77 -1.24
11 C 1.77 -1.12 0.20
12 H -0.86 0.78 3.10
13 H -1.29 3.13 -0.53
14 H 1.90 -3.47 -1.45
15 H -0.95 2.55 -2.10
16 H 1.76 -0.67 1.18
17 H 2.51 -0.62 -0.40
18 H 0.74 -1.92 -2.05
19 H -2.03 1.67 -0.86
20 H 0.15 -3.47 -1.30
21 H 0.64 1.47 2.25
22 H -0.98 2.12 2.36

4.
Here is an isolated molecule of C4H6O2 from the OMol25 dataset. Energies are from ωB97M-V/def2-TZVPD.

Values from the calculation:
E_HOMO: -9.66 eV
ΔE to the lowest compared entry with this formula, charge and spin: 125.0 kJ/mol
SMILES: O=C1CC(O)C1
LUMO: 0.76 eV
Orbital gap: 10.418 eV
Strongest force on any atom: 0.6 eV Å⁻¹

Atoms and positions in Å:
1 O 1.26 -0.90 0.97
2 O -1.78 1.69 0.53
3 C -0.99 -0.67 0.17
4 C 0.39 0.92 -0.47
5 C -1.00 0.86 0.16
6 C 0.51 -0.61 -0.19
7 H 0.34 1.17 -1.53
8 H -1.20 -1.15 1.13
9 H 0.82 -1.22 -1.05
10 H 1.12 1.57 0.03
11 H 2.15 -0.55 0.85
12 H -1.63 -1.10 -0.61